(1)
Formula: C10H12Cl21N2O7S2
Source: the OMol25 dataset
Level of theory: ωB97M-V/def2-TZVPD

Each line ends with the Mulliken charge.
Element x y z (Å)
O 1.227 -0.022 -1.362  -0.41
C 0.156 0.234 -0.986  -0.23
C -1.029 -0.597 -1.401  -0.45
S -2.492 0.432 -1.170  0.95
O -2.226 1.586 -1.964  -0.64
O -3.644 -0.256 -1.615  -0.66
N -2.490 0.871 0.385  -0.45
S -2.573 -0.330 1.435  1.08
O -3.085 0.177 2.652  -0.73
O -3.241 -1.501 0.993  -0.64
C -0.879 -0.875 1.852  -0.30
O -0.901 -2.233 2.293  -0.19
N -1.059 -2.237 3.718  0.12
O -0.158 -2.753 4.220  -0.28
H -0.048 1.094 -0.347  0.58
H -0.950 -0.844 -2.442  0.52
H -1.159 -1.467 -0.774  -0.05
H -0.461 -0.271 2.634  0.49
H -0.193 -0.858 1.025  0.13
C 3.556 0.948 -3.590  0.36
Cl 2.196 1.411 -4.597  -0.10
Cl 4.193 -0.628 -4.067  -0.17
Cl 4.837 2.167 -3.634  -0.16
H 3.194 0.866 -2.573  0.07
C 0.859 -3.983 -1.887  -0.14
Cl 0.014 -3.595 -0.384  -0.04
Cl -0.297 -4.208 -3.202  -0.14
Cl 2.028 -2.730 -2.298  -0.04
H 1.392 -4.912 -1.742  0.38
C 0.488 -4.014 7.661  0.27
Cl 0.725 -5.750 7.876  -0.13
Cl -1.175 -3.560 8.020  -0.12
Cl 1.614 -3.103 8.671  -0.13
H 0.685 -3.769 6.626  0.12
C -0.348 4.902 -4.105  0.48
Cl 0.831 5.712 -3.063  -0.16
Cl 0.435 4.339 -5.591  -0.15
Cl -1.106 3.566 -3.253  0.18
H -1.105 5.621 -4.376  -0.20
C 7.275 0.560 -6.588  0.52
Cl 6.443 0.759 -8.130  -0.13
Cl 8.018 -1.040 -6.483  -0.14
Cl 8.488 1.825 -6.367  -0.13
H 6.543 0.648 -5.795  -0.12
C -4.600 5.406 -4.608  0.08
Cl -6.092 5.754 -5.487  -0.14
Cl -3.874 3.906 -5.173  -0.09
Cl -3.476 6.764 -4.754  -0.16
H -4.846 5.286 -3.562  0.29
C -2.284 -1.935 11.396  0.33
Cl -3.398 -1.043 10.362  -0.12
Cl -1.087 -0.852 12.110  -0.13
Cl -3.161 -2.811 12.655  -0.13
H -1.761 -2.657 10.784  0.05

Output
Charge ... -1
HOMO-LUMO gap ... 8.65 eV



(2)
Formula: C5H10N2O
Source: the OMol25 dataset
Level of theory: ωB97M-V/def2-TZVPD

Each line ends with the Mulliken charge.
Element x y z (Å)
C -0.334 -1.221 2.274  -1.01
C -0.205 -1.217 0.942  0.79
N 1.124 -1.224 0.307  -0.51
C -1.308 -0.837 -0.008  -0.70
N -0.959 0.574 -0.170  -0.44
C 0.065 0.860 -0.932  0.69
C 0.640 2.243 -0.859  -1.15
O 0.269 0.281 -2.151  -0.46
H -1.302 -1.061 2.738  0.26
H 0.512 -1.295 2.947  0.27
H 1.870 -0.960 0.945  0.18
H 1.311 -1.197 -0.690  0.27
H -2.295 -0.923 0.455  0.37
H -1.283 -1.430 -0.928  0.21
H 1.503 2.335 -1.522  0.34
H -0.106 2.977 -1.167  0.27
H 0.929 2.450 0.176  0.28
H -0.429 -0.355 -2.358  0.36

Output
SMILES string ... C=C(N)C/N=C(/C)O
HOMO-LUMO gap ... 8.94 eV



(3)
Formula: C2H6O
Source: the OMol25 dataset
Level of theory: ωB97M-V/def2-TZVPD

Each line ends with the Mulliken charge.
Element x y z (Å)
C 0.477 0.844 -0.251  -0.42
C 1.793 0.885 -0.152  -0.43
H -0.165 1.711 -0.055  0.22
H -0.012 -0.105 -0.499  0.19
H 2.240 1.863 0.059  0.21
H 2.461 0.016 -0.182  0.23
O -2.277 -1.341 0.302  -0.64
H -1.534 -1.875 0.665  0.33
H -2.985 -1.998 0.113  0.32

Output
SMILES string ... C=C.O
HOMO-LUMO gap ... 10.92 eV



(4)
Formula: C6H6S3Sb2Se4Tc
Source: the OMol25 dataset
Level of theory: ωB97M-V/def2-TZVPD

Each line ends with the Löwdin spin population.
Element x y z (Å)
Tc 0.262 -0.195 0.027  0.01
C 0.524 -2.120 1.434  0.00
C 0.120 -1.011 2.201  0.00
C -1.089 -0.334 1.907  0.00
C -1.885 -0.755 0.826  0.00
C -1.459 -1.821 0.023  0.00
C -0.256 -2.497 0.332  0.00
H 1.437 -2.649 1.668  0.00
H 0.735 -0.672 3.024  0.00
H -1.386 0.526 2.491  0.00
H -2.801 -0.228 0.592  0.00
H -2.028 -2.102 -0.852  0.00
H 0.081 -3.299 -0.312  0.00
S 0.560 2.519 -2.590  0.00
Sb 0.363 0.257 -3.810  0.00
S 1.062 -1.055 -1.936  0.00
S -1.890 0.585 -2.965  0.00
Se 4.260 3.676 -1.338  0.91
Sb 1.976 3.417 -0.447  0.04
Se 1.961 1.193 0.788  0.03
Se -0.937 1.588 -1.190  0.00
Se 0.389 4.978 0.127  0.02

Output
Charge ... +2
HOMO-LUMO gap (alpha / beta) ... 6.10 / 5.49 eV
2S+1 ... 2
⟨S²⟩ ... 0.7555



(5)
Formula: C27H32CuGeN3S4
Source: the OMol25 dataset
Level of theory: ωB97M-V/def2-TZVPD

Each line ends with the Mulliken charge.
Element x y z (Å)
Cu -0.314 0.513 -0.944  0.31
C -2.726 -1.669 -2.545  -0.68
C -1.506 -2.569 -2.435  -0.29
S -0.083 -1.826 -1.540  0.08
C 1.071 -1.457 -2.911  -1.11
C 0.572 -0.453 -3.927  -0.59
S 0.231 1.205 -3.210  -0.01
C -1.288 1.656 -4.113  -0.84
C -2.547 1.046 -3.530  -0.39
S -2.813 -0.685 -4.093  -0.12
H -2.789 -0.988 -1.694  0.12
H -3.620 -2.289 -2.571  0.52
H -1.139 -2.876 -3.413  0.66
H -1.759 -3.463 -1.863  -0.13
H 1.277 -2.401 -3.415  0.50
H 1.981 -1.115 -2.418  0.43
H -0.356 -0.785 -4.396  0.24
H 1.335 -0.310 -4.691  0.50
H -1.150 1.353 -5.152  0.45
H -1.330 2.746 -4.066  0.45
H -3.416 1.607 -3.874  0.47
H -2.518 1.058 -2.435  0.04
C -1.696 0.507 4.606  -0.81
N -1.496 1.502 3.593  0.16
C -1.843 2.814 3.771  -0.67
C -1.422 3.505 2.696  -0.35
N -0.795 2.615 1.836  0.38
C -0.893 1.364 2.396  -0.08
S -0.403 -0.100 1.652  0.04
C 0.057 3.037 0.796  0.95
C 0.367 4.393 0.678  -0.78
C 1.387 4.784 -0.167  -0.65
C 2.102 3.806 -0.845  -0.80
C 1.673 2.500 -0.741  -0.46
N 0.639 2.116 0.019  0.14
H -1.729 0.997 5.579  0.40
H -0.863 -0.198 4.600  0.26
H -2.634 -0.029 4.447  0.32
H -2.358 3.139 4.652  0.51
H -1.553 4.547 2.492  0.47
H -0.148 5.140 1.250  0.29
H 1.639 5.829 -0.267  0.45
H 2.962 4.056 -1.446  0.48
H 2.177 1.709 -1.280  0.59
Ge -0.911 -2.388 2.644  0.40
C -1.894 -3.469 1.306  0.86
C -1.307 -4.542 0.646  -0.34
C -2.092 -5.416 -0.088  -0.73
C -3.462 -5.220 -0.170  -0.50
C -4.051 -4.150 0.487  -0.71
C -3.270 -3.279 1.225  -0.46
C 0.802 -2.973 3.416  0.70
C 0.988 -2.881 4.792  -0.30
C 2.104 -3.454 5.377  -0.71
C 3.032 -4.123 4.594  -0.46
C 2.862 -4.191 3.220  -0.71
C 1.754 -3.610 2.629  -0.10
H -1.933 -2.051 3.737  -0.13
H -0.242 -4.706 0.718  0.17
H -1.638 -6.260 -0.584  0.44
H -4.073 -5.905 -0.736  0.43
H -5.120 -4.007 0.439  0.45
H -3.729 -2.453 1.757  0.41
H 0.253 -2.373 5.407  0.33
H 2.243 -3.386 6.447  0.40
H 3.888 -4.596 5.054  0.41
H 3.587 -4.706 2.606  0.42
H 1.628 -3.648 1.555  0.28

Output
Charge ... +2
HOMO-LUMO gap ... 7.82 eV



(6)
Formula: C3H4S
Source: the OMol25 dataset
Level of theory: ωB97M-V/def2-TZVPD

Each line ends with the Mulliken charge.
Element x y z (Å)
C 1.797 2.367 -1.088  0.04
C -0.785 -0.983 1.086  -0.50
C -0.641 -0.386 -0.108  -0.43
S 2.876 1.730 -1.956  -0.05
H -1.215 -0.455 1.939  0.23
H -0.867 -2.063 1.266  0.24
H -0.415 -0.927 -0.996  0.26
H -0.751 0.718 -0.143  0.20

Output
HOMO-LUMO gap ... 9.96 eV